Density functional theory data (the ωB97M-V functional and the def2-TZVPD basis) for C3H5PS in the gas phase.

- molecular weight (Da) = 104.114
- net charge = 0
- energy relative to the best compared isomer or geometry (same formula, charge and spin) (eV) = 1.438
- LUMO (eV) = 0.802
- E_HOMO (eV) = -8.899
- total energy (Eh) = -856.76354

XYZ file:
```
10
C3H5PS (the ωB97M-V functional and the def2-TZVPD basis)
C -0.29 -0.24 0.70
H -0.03 0.04 1.80
H -1.09 -1.71 -0.54
H -0.65 3.44 -0.50
C 0.66 -0.42 -0.46
H 0.25 -2.44 0.54
P -0.73 0.81 -0.69
H 1.70 -0.45 -0.58
C -0.27 -1.54 0.05
S 0.44 2.51 -0.34
```

Results of the Mulliken charge analysis, in e, for atoms 1 through 8: -0.11 0.29 0.26 0.15 -0.35 0.21 -0.05 0.38

Density functional theory data (the ωB97M-V functional and the def2-TZVPD basis) for C4H7FS in the gas phase.

- molecular weight (Da) = 106.165
- net charge = 0
- energy relative to the best compared isomer or geometry (same formula, charge and spin) (eV) = 0.545
- LUMO (eV) = 0.954
- E_HOMO (eV) = -8.836
- total energy (Eh) = -654.64496

XYZ file:
```
13
C4H7FS (the ωB97M-V functional and the def2-TZVPD basis)
H -1.15 -1.78 0.15
C -0.47 0.90 0.54
F -0.41 1.39 -1.82
C 0.43 -0.84 -1.02
H -0.47 1.92 0.90
S 0.15 -0.35 1.59
C 0.32 0.79 -0.81
H 1.36 1.21 -0.84
C -0.08 -1.54 0.16
H -1.55 0.59 0.33
H 0.50 -2.44 0.35
H -0.09 -1.08 -1.98
H 1.45 -1.19 -1.11
```

Results of the Mulliken charge analysis, in e, for atoms 1 through 8: 0.29 -0.62 -0.33 -0.58 0.39 -0.15 0.18 0.27

Density functional theory data (the ωB97M-V functional and the def2-TZVPD basis) for 6 unconnected molecules or ions with the total composition C28H75BN5O12P.

- molecular weight (Da) = 715.717
- net charge = 0
- LUMO (eV) = 0.077
- E_HOMO (eV) = -8.697
- total energy (Eh) = -2654.72811

XYZ file:
```
122
C28H75BN5O12P (the ωB97M-V functional and the def2-TZVPD basis)
H 3.88 -5.35 -4.50
H -2.17 1.99 1.50
H 2.96 -0.09 3.73
H -7.71 6.31 -4.55
C 4.15 -4.30 -4.51
H -6.38 4.35 -0.98
H -2.65 -6.19 7.28
H -4.40 -5.93 7.17
H -4.71 3.41 2.37
C -5.03 6.68 -6.47
O 7.55 -7.07 -2.07
H 3.27 -2.29 -2.11
C -0.04 0.83 3.50
H -5.55 6.80 -7.42
C 4.63 -1.12 -5.08
H -4.15 7.33 -6.48
H -1.63 -4.52 4.92
H 4.03 -3.93 -5.53
C 1.81 4.27 1.25
H -3.18 1.06 0.38
H -5.94 7.70 -3.28
H 10.33 -7.94 -3.22
H 4.88 -2.59 -2.76
H 4.63 -0.12 -5.51
H -1.12 0.75 3.32
H -7.63 3.38 1.45
C -6.35 4.77 2.19
H -0.28 -4.94 5.99
C 7.69 -8.28 -2.79
H -2.13 -3.03 8.54
H 1.78 3.55 0.44
H -0.52 -0.04 5.37
H -1.41 -4.59 8.16
H 5.20 -4.21 -4.21
H 2.51 -1.16 1.14
C 0.27 -0.12 4.64
C 1.80 3.55 2.59
H -4.38 7.90 -4.08
H -1.14 -0.34 -0.18
C -2.03 -3.78 7.75
H 6.83 -5.56 -3.30
B 0.24 2.34 3.93
O 1.91 -1.26 0.39
O 2.75 1.13 0.01
H -5.11 3.27 -1.54
H 2.05 -1.96 -4.86
H -4.69 5.64 -6.41
H -1.49 -0.37 1.55
H -4.32 4.83 1.40
C -1.33 -3.12 6.56
C 6.50 -6.23 -2.50
C -0.82 -4.11 5.52
C -5.10 4.09 1.61
H 3.84 -0.33 -3.27
H -7.20 3.08 2.97
H 0.23 -1.14 4.23
C 2.60 -0.62 4.62
H 0.23 1.89 0.99
H -3.06 -2.58 5.66
H 2.30 2.59 2.52
P 1.44 0.19 -0.11
N -7.03 6.02 -5.24
H -0.46 -2.58 6.96
H 1.65 -1.02 -3.62
C 3.65 -1.19 -3.91
C 7.72 -7.52 -5.24
C -5.24 7.22 -3.97
C -2.17 1.41 0.58
C 3.83 -2.44 -3.04
O -3.34 -4.23 7.49
H 8.74 -9.19 -4.40
H 8.24 -7.69 -6.18
H -3.37 -5.47 5.81
H -1.86 2.08 -0.22
H -7.54 6.55 1.97
H 9.55 -6.55 -3.47
H -3.21 4.89 -2.95
C -5.96 7.03 -5.31
C 0.22 0.80 1.09
H 4.37 -1.82 -5.87
H 8.22 -8.96 -2.12
O 0.20 2.67 5.26
H -6.08 5.12 3.19
O 1.54 0.10 5.22
H 2.31 -1.63 4.35
H 5.63 -6.80 -2.83
O 0.71 0.38 2.36
H 1.02 3.12 5.50
N -2.18 -2.13 5.89
C -3.62 5.48 -3.77
C 8.49 -8.16 -4.09
H -2.90 6.27 -4.03
O 0.43 3.36 3.01
H -3.75 4.82 -4.63
H 5.65 -1.34 -4.75
N -7.47 3.84 2.35
H 7.63 -6.44 -5.11
N 2.28 -1.07 -4.41
O 0.97 0.22 -1.49
H -6.44 7.99 -5.55
H -0.13 -3.61 4.84
H -5.99 6.63 1.13
H -4.67 4.81 -0.77
H -7.32 5.68 0.46
H -6.62 5.17 -4.86
H 6.21 -5.61 -1.65
H 3.09 1.09 0.91
C -1.17 0.26 0.72
C -3.43 -5.52 6.90
H 2.69 4.90 1.16
H 6.70 -8.72 -2.98
C -6.82 5.98 1.39
H -2.44 -1.41 6.56
O -4.85 6.03 -3.33
H 2.29 4.18 3.34
C -5.38 3.98 -0.76
H 0.91 4.87 1.19
O -5.34 3.28 0.48
N 9.76 -7.45 -3.91
H 3.41 -0.64 5.33
H 6.72 -7.94 -5.32
O 3.30 -3.63 -3.60
```

Results of the Mulliken charge analysis, in e, for atoms 1 through 8: 0.30 0.20 0.04 0.27 -0.60 0.22 0.30 0.26

Density functional theory data (the ωB97M-V functional and the def2-TZVPD basis) for 3 unconnected molecules or ions with the total composition C7H19NO.

- molecular weight (Da) = 133.235
- net charge = 0
- energy relative to the best compared isomer or geometry (same formula, charge and spin) (eV) = 3.202
- LUMO (eV) = 0.711
- E_HOMO (eV) = -6.920
- total energy (Eh) = -407.98754

XYZ file:
```
28
C7H19NO (the ωB97M-V functional and the def2-TZVPD basis)
H 0.95 0.17 -2.37
H -0.62 -1.16 2.11
H -1.00 -1.77 -0.98
H 1.80 -0.82 1.97
C -0.17 -1.07 -0.95
H -2.34 -0.86 2.33
H 0.75 -0.02 -0.02
C 0.02 -0.40 -2.31
H 2.68 1.34 -0.94
O -1.05 1.17 0.98
H 0.70 -1.71 -0.70
H -1.80 -2.04 1.12
C 2.33 -0.05 1.42
H -2.98 -0.82 -0.80
H 2.44 2.50 0.40
H 0.53 1.06 1.11
H 0.05 -1.11 -3.15
H 3.08 -0.52 0.79
C 1.95 1.76 -0.24
C -1.57 -1.09 1.58
H 2.82 0.63 2.12
C -2.70 0.15 -0.37
N 1.37 0.69 0.58
H -3.56 0.53 0.19
H -0.79 0.30 -2.52
H 1.15 2.23 -0.80
H -2.49 0.85 -1.17
C -1.53 0.06 0.59
```

Results of the Mulliken charge analysis, in e, for atoms 1 through 8: 0.22 0.14 0.55 0.24 -1.14 0.40 -0.42 -0.82

Density functional theory data (the ωB97M-V functional and the def2-TZVPD basis) for a molecular structure, C36H34BrMoN3O5SiTe.

- molecular weight (Da) = 920.214
- net charge = +2
- energy relative to the best compared isomer or geometry (same formula, charge and spin) (eV) = 0.938
- LUMO (spin up / spin down) (eV) = -8.977 / -8.131
- E_HOMO (spin up / spin down) (eV) = -12.799 / -13.394
- total energy (Eh) = -5131.86573

XYZ file:
```
82
C36H34BrMoN3O5SiTe (the ωB97M-V functional and the def2-TZVPD basis)
H 4.43 -1.94 1.72
C -3.36 4.13 2.53
C -0.61 -2.36 2.35
N -0.55 -1.07 2.17
H 3.06 -5.80 0.76
O 1.87 3.19 -0.95
C -2.58 1.87 2.67
C -5.48 -1.70 -2.23
C 0.41 -3.28 1.95
C 0.21 -1.32 -4.96
H 0.95 -6.61 1.76
Si 1.85 1.27 3.37
C -5.46 0.44 -3.33
H -1.51 -2.75 2.81
H -3.66 0.56 3.99
C 0.60 -0.16 -5.61
Mo 0.91 0.10 1.20
H -3.71 1.64 -3.04
H 0.39 -2.28 -5.41
C 0.37 1.08 -5.04
C -4.20 0.70 -2.82
H 2.05 -0.67 -1.58
H 5.48 -2.35 0.34
H 0.52 3.34 3.44
H -5.95 1.17 -3.96
C -2.47 3.15 2.13
C -3.59 1.56 3.59
C 1.13 -5.55 1.66
C 2.72 1.30 -2.16
O 1.76 -1.49 1.18
H 4.11 1.32 4.23
H -7.08 -0.96 -3.45
C -4.47 2.55 3.98
H 3.81 -0.25 3.50
C -3.59 -0.25 -2.01
H 1.01 -0.59 4.78
H 4.18 1.15 2.48
N 3.11 -0.74 -3.32
C 0.17 -4.64 2.10
H 4.18 -0.62 -5.08
C 4.45 -2.19 0.66
H -3.28 5.13 2.13
C 3.87 1.34 -4.24
H -0.74 -2.15 -3.22
C -0.42 -1.24 -3.72
C -0.65 0.01 -3.15
C 2.14 2.04 -1.04
H -0.75 -4.98 2.54
C -4.36 3.83 3.45
C -6.10 -0.76 -3.04
O 3.80 -3.45 0.44
H 4.00 -1.40 0.06
O 1.84 1.20 0.08
Te -1.66 0.15 -1.31
H -3.74 -2.19 -1.08
C -4.22 -1.45 -1.71
C 0.93 0.49 4.78
C 3.65 0.82 3.37
C 2.31 -5.10 1.11
H -5.05 4.60 3.76
C 1.62 -2.84 1.37
N -1.69 -0.39 2.62
C -0.26 1.17 -3.80
C 3.75 -0.05 -4.26
C 3.36 2.04 -3.16
H -1.70 3.38 1.41
H -0.12 0.77 4.81
H 1.39 0.86 5.71
H 0.67 1.99 -5.55
H 3.44 3.11 -3.09
H -5.98 -2.64 -2.02
Br 4.69 2.23 -5.67
H 1.09 -0.22 -6.57
C 2.61 -3.73 0.98
H 2.26 3.64 3.63
H -5.24 2.32 4.70
C 1.51 3.06 3.08
H 1.58 3.34 2.03
O -0.55 1.23 1.55
H -0.44 2.14 -3.36
C -1.62 0.84 2.28
C 2.60 -0.08 -2.30
```

Results of the Mulliken charge analysis, in e, for atoms 1 through 8: 0.30 -0.89 -0.70 0.92 0.54 -0.49 0.46 -0.61

Density functional theory data (the ωB97M-V functional and the def2-TZVPD basis) for a molecular structure, C35H30GeN6O2SY.

- molecular weight (Da) = 760.248
- net charge = +2
- energy relative to the best compared isomer or geometry (same formula, charge and spin) (eV) = 1.488
- spin multiplicity = 2
- LUMO (spin up / spin down) (eV) = -6.211 / -6.194
- E_HOMO (spin up / spin down) (eV) = -12.272 / -12.273
- total energy (Eh) = -4343.73980

XYZ file:
```
76
C35H30GeN6O2SY (the ωB97M-V functional and the def2-TZVPD basis)
H 2.66 -0.24 4.07
H 0.36 3.22 -2.44
C 0.27 -3.53 -4.58
H 1.69 1.24 5.79
N -0.02 -2.81 -2.31
H -4.99 2.35 0.23
H 1.90 -0.06 1.72
H -3.24 0.90 -1.75
O 2.97 -6.76 3.60
C 1.19 -3.77 -0.47
H -0.35 1.74 -5.59
H -2.75 5.93 -0.48
H -1.05 -1.22 5.60
C -2.84 2.14 0.17
C -2.17 -0.74 2.47
C 1.14 -4.18 2.25
C -2.13 -0.62 3.84
N -2.88 0.15 -2.35
H -2.85 0.00 4.36
H 2.54 -4.98 -2.55
H 0.52 -2.63 4.34
C 1.90 0.49 3.79
C 1.96 -4.80 0.05
C -4.00 4.22 -0.15
C 1.32 3.32 -1.93
C 1.47 0.60 2.47
C 2.73 2.88 -0.03
H 4.34 4.80 -2.32
H 1.87 -4.92 -4.92
C 0.03 2.42 3.07
C 0.54 1.57 2.09
C 2.33 4.06 -2.51
H 2.89 2.44 0.95
C -1.36 0.91 -4.05
H -2.07 1.95 -5.69
H -1.20 -2.15 -3.87
H -2.93 -0.22 1.91
C -1.60 2.76 0.02
H -3.60 -0.54 -2.47
C -2.78 4.86 -0.30
Ge 0.06 1.72 0.19
N -2.61 0.70 -3.61
S 0.03 0.34 -3.30
H 0.02 2.95 5.16
O 3.23 -7.70 1.48
N 0.51 -2.92 0.32
H 2.52 -5.48 -0.57
N -1.27 1.60 -5.19
C 3.55 4.21 -1.86
H -0.06 -3.48 -5.60
C -0.36 -2.79 -3.60
C -4.04 2.85 0.09
H -3.39 1.12 -4.09
C -0.39 -2.21 2.45
H -0.64 4.66 -0.33
C -1.59 4.14 -0.22
H -4.92 4.78 -0.20
C -0.26 -2.11 3.82
C 1.37 1.33 4.76
C 0.47 -3.12 1.65
C 3.75 3.63 -0.62
H 4.69 3.76 -0.10
H -2.88 1.07 0.39
Y -0.68 -0.84 -0.66
C 0.99 -3.62 -1.94
C 1.90 -4.94 1.41
H -0.68 3.19 2.80
H 1.04 -4.40 3.31
C 1.70 -4.37 -2.86
C 1.50 2.71 -0.68
N -1.33 -1.52 1.77
H 2.18 4.53 -3.48
C -1.14 -1.30 4.53
C 3.11 -7.24 2.55
C 0.43 2.29 4.40
C 1.34 -4.32 -4.20
```

Results of the Mulliken charge analysis, in e, for atoms 1 through 8: 0.50 0.50 -0.88 0.44 -0.10 0.43 0.56 0.19